ORCA calculation (the ωB97M-V functional and the def2-TZVPD basis) on a cluster of 18 separate species, C44H98O18 in total.

The geometry in XYZ format:
```
160
Properties=species:S:1:pos:R:3
C 3.95746 0.23243 -5.81034
C 3.93400 1.66619 -5.31356
O 4.93077 2.10918 -4.66668
C 2.62288 2.42197 -5.52943
H 3.94461 0.11432 -6.89384
H 3.05026 -0.24790 -5.44377
H 4.83442 -0.29242 -5.43145
H 1.76658 1.86386 -5.15080
H 2.40779 2.72587 -6.55387
H 2.77954 3.41084 -5.09852
C 6.25041 -1.83987 -3.23448
C 6.23674 -0.65855 -2.25596
O 7.25100 -0.42777 -1.56188
C 4.95114 0.10013 -2.20473
H 5.44026 -1.71716 -3.95331
H 6.14292 -2.78918 -2.70973
H 7.21566 -1.94913 -3.72891
H 4.27710 -0.48430 -2.83099
H 4.99933 1.13464 -2.54468
H 4.55811 0.08490 -1.18817
C 3.67485 -3.87080 -2.02494
C 3.04782 -3.38374 -3.28506
O 3.57787 -3.64579 -4.36705
C 1.84498 -2.39507 -3.31512
H 4.29458 -4.74171 -2.23832
H 2.88532 -4.08542 -1.30475
H 4.30696 -3.08136 -1.61834
H 0.94342 -2.82262 -2.87640
H 1.66306 -1.82276 -4.22477
H 2.04472 -1.66358 -2.53210
C -2.75789 -1.53430 -5.38507
C -1.92378 -0.23316 -5.58738
O -1.90850 0.21095 -6.71403
C -1.17045 0.45922 -4.48365
H -2.95874 -1.85601 -4.36318
H -2.29232 -2.31177 -5.99079
H -3.76404 -1.43851 -5.79322
H -0.61882 -0.23959 -3.85478
H -1.86259 0.90738 -3.77077
H -0.56409 1.27005 -4.88736
C 3.79256 -4.93202 3.21291
C 2.88429 -4.02834 2.37059
O 2.85754 -2.80990 2.41510
C 1.87820 -4.75486 1.52024
H 4.64345 -4.43636 3.68026
H 4.25451 -5.62912 2.51380
H 3.11896 -5.27722 3.99726
H 2.06870 -4.53401 0.46998
H 0.85782 -4.48083 1.78828
H 1.90713 -5.83233 1.68243
C 4.15437 -0.24434 4.95839
C 2.69261 -0.37769 5.40869
O 2.02116 0.61078 5.19701
C 2.22567 -1.63421 6.09474
H 4.82928 -0.06211 5.79468
H 4.10919 0.66741 4.36276
H 4.44762 -1.10158 4.35238
H 3.08593 -2.28608 6.24679
H 1.42096 -2.15615 5.57693
H 1.79450 -1.43018 7.07482
C -2.80324 -4.86480 -0.01696
C -2.63569 -4.85152 -1.56516
O -2.19947 -3.93338 -2.23548
C -2.81489 -6.19704 -2.20844
H -2.07823 -5.52620 0.45740
H -3.80299 -5.24151 0.19911
H -2.53514 -3.88588 0.38047
H -3.74129 -6.68265 -1.90175
H -1.92632 -6.80308 -2.03162
H -2.87237 -6.12992 -3.29485
C -3.48750 1.45120 3.40682
C -4.62988 1.28706 4.35618
O -4.48268 1.15031 5.56130
C -5.98889 1.37673 3.63903
H -2.67490 2.09285 3.74748
H -3.89947 1.75269 2.44375
H -2.95906 0.51644 3.21953
H -6.01774 2.24220 2.97705
H -6.92359 1.27594 4.19063
H -5.98220 0.55956 2.91771
C -0.74228 3.93017 -3.81764
C -0.56955 4.77987 -5.04403
O 0.55686 5.04625 -5.39200
C -1.80139 5.53477 -5.63834
H -1.76387 3.55340 -3.86780
H -0.52798 4.52292 -2.92836
H 0.02210 3.15376 -3.78591
H -2.04821 4.83731 -6.43880
H -1.54883 6.55682 -5.92067
H -2.67292 5.65975 -4.99576
C -2.08837 -5.11200 3.31992
C -0.97795 -4.55006 4.19372
O -0.32709 -3.52419 3.92963
C -0.82388 -5.13362 5.56664
H -3.09013 -4.88065 3.68192
H -2.07173 -6.19652 3.21200
H -1.83816 -4.59446 2.39383
H -0.97033 -4.34312 6.30268
H 0.22103 -5.42732 5.46657
H -1.42494 -6.03628 5.67634
C -1.23850 6.42077 -0.86649
C -2.16659 7.24209 -1.63372
O -2.83649 6.64389 -2.52947
C -2.54351 8.60381 -1.12631
H -1.07757 6.92083 0.08857
H -0.31247 6.27936 -1.42378
H -1.59910 5.40021 -0.73800
H -3.38973 8.54940 -0.44143
H -2.74768 9.31409 -1.92751
H -1.72898 8.99294 -0.51540
C 1.75330 0.62444 -0.14156
C 0.35883 0.84732 -0.46287
O -0.13027 1.11185 -1.59098
C -0.60091 0.55060 0.69360
H 1.96095 1.24976 0.72675
H 2.46029 0.92208 -0.91596
H 1.81919 -0.38777 0.25742
H -1.66019 0.77725 0.57255
H -0.14972 1.01355 1.57122
H -0.49363 -0.52525 0.83191
C -6.15098 -2.41640 0.48839
C -5.35094 -1.30226 -0.16370
O -5.29621 -0.20040 0.38094
C -4.92594 -1.42734 -1.60991
H -7.08908 -2.58941 -0.03899
H -6.46336 -2.17434 1.50423
H -5.51962 -3.29417 0.62624
H -4.68218 -2.45717 -1.87093
H -3.99246 -0.93512 -1.88273
H -5.73245 -0.93987 -2.15765
C -3.10210 2.85279 -1.23190
O -3.87920 3.97280 -1.71230
H -2.08459 3.04128 -0.88948
H -3.59250 2.33414 -0.40812
H -3.08355 2.03249 -1.94945
H -3.34971 4.67113 -2.10419
C 2.73299 3.66009 3.41821
O 2.78637 2.53263 2.61160
H 2.71425 3.41760 4.48073
H 3.68955 4.16416 3.28035
H 1.87135 4.29632 3.21605
H 2.25077 1.93655 3.14020
C -1.94732 5.46326 3.51369
O -2.33202 6.80675 3.14932
H -2.73036 4.92200 4.04471
H -1.62966 4.85719 2.66523
H -1.10237 5.56388 4.19490
H -3.11301 6.83463 2.59175
C -1.51321 0.36612 5.85353
O -0.47112 -0.14203 6.68277
H -2.19197 0.88343 6.53160
H -1.21181 1.01725 5.03299
H -1.96757 -0.58495 5.57581
H 0.19347 -0.43055 6.05295
C 5.74183 -1.45728 1.58985
O 4.92074 -1.94909 0.50182
H 5.52018 -1.92597 2.54865
H 6.79294 -1.62414 1.35442
H 5.49776 -0.40372 1.72600
H 4.00153 -1.73902 0.68219
```

Summary:
HOMO energy: -0.333 Eh
HOMO-LUMO gap: 8.82 eV
net charge: 0
LUMO: -0.23 eV

=====

ORCA calculation (the ωB97M-V functional and the def2-TZVPD basis) on a structure of composition C30H45GdNO3P2S.

The geometry in XYZ format:
```
83
Properties=species:S:1:pos:R:3
Gd -0.21926 2.63493 0.30476
C 0.27635 -0.73838 0.64707
C 1.46294 0.04518 0.72933
C 0.02824 0.70538 2.42377
C -0.61268 -0.31935 1.67052
C 1.31609 0.94690 1.83456
C 0.04001 -1.90998 -0.22531
H 0.83186 -2.01819 -0.97571
H -0.92569 -1.82180 -0.74578
H 0.01889 -2.84118 0.36777
C -1.89613 -0.97521 1.98917
H -2.49485 -1.11239 1.07820
H -2.49703 -0.38027 2.68839
H -1.73471 -1.97219 2.43478
C -0.47881 1.25664 3.70163
H -0.40339 0.52159 4.52324
H -1.53831 1.54128 3.61624
H 0.07685 2.15032 4.01274
C 2.40134 1.77526 2.42494
H 3.09371 1.15358 3.02117
H 2.00004 2.54616 3.09825
H 3.01344 2.28481 1.66222
C 2.71639 -0.15859 -0.03657
H 3.44104 -0.78013 0.51757
H 3.21431 0.79878 -0.24872
H 2.53460 -0.65930 -0.99763
C -0.25400 -1.03996 -4.22929
C 0.98700 -1.40493 -4.57578
C 2.13091 -0.47881 -4.86147
C 1.70069 0.94106 -5.32180
C 1.82808 2.00079 -4.21447
C 1.60142 1.43608 -2.83466
C 0.20425 0.87205 -2.53186
C -0.65265 0.29427 -3.68194
H 2.72114 -0.91025 -5.69043
H 0.68264 0.88959 -5.73618
H 2.81673 -0.41923 -4.00599
H -0.82077 1.05590 -4.45781
H -1.10579 -1.71937 -4.39111
H 1.22190 -2.46740 -4.69018
H -1.66388 0.16628 -3.25184
H 0.29742 0.11550 -1.72341
H 2.41350 0.78436 -2.47658
H -0.46906 1.65712 -2.10021
H 2.36118 1.22279 -6.15748
H 2.86805 2.35278 -4.27367
P 0.79693 3.54524 -4.19238
C -0.66937 3.40119 -5.23607
C 1.87935 4.70671 -5.09698
P 1.69706 3.05632 -1.44212
C 0.54416 4.08032 -2.51057
C 3.38805 3.63398 -1.91594
C 1.63916 4.32115 0.23067
H -1.57160 3.15964 -4.65309
H -0.52485 2.65430 -6.03188
H -0.82387 4.38080 -5.72626
H 1.28844 5.34399 -5.77382
H 2.57042 4.11703 -5.71798
H 2.45832 5.34390 -4.41679
H 1.92704 5.27893 -0.21189
H 2.39238 3.97708 0.95843
H 0.67919 4.56400 0.80083
H -0.53126 3.96248 -2.24377
H 0.78559 5.14851 -2.37781
H 3.91561 3.82158 -0.97258
H 3.35777 4.57796 -2.47637
H 3.95932 2.88593 -2.47902
O -1.93343 3.30491 1.61637
C -2.78542 2.57422 0.94775
N -2.35173 2.04596 -0.23097
S -3.47416 1.05558 -0.99417
O -2.89730 -0.27031 -1.07732
O -3.92229 1.71048 -2.19444
C -4.56729 1.20147 0.38036
C -5.68096 0.40977 0.64575
C -6.28821 0.48985 1.91287
C -5.76011 1.35245 2.89626
C -4.65177 2.14975 2.61711
C -4.08696 2.08763 1.33796
H -6.04684 -0.24060 -0.15157
H -7.16395 -0.12528 2.13105
H -6.22460 1.39180 3.87469
H -4.19228 2.82762 3.34038
```

Summary:
energy relative to the best compared isomer or geometry (same formula, charge and spin): 32.1 kcal per mole
HOMO energy (alpha / beta): -0.336 / -0.325 Eh
HOMO-LUMO gap (alpha / beta): 6.29 / 4.99 eV
multiplicity: 8
net charge: +1
LUMO (alpha / beta): -2.86 / -3.86 eV

=====

ORCA calculation (the ωB97M-V functional and the def2-TZVPD basis) on a structure of composition C7H13AlNO3.

The geometry in XYZ format:
```
25
Properties=species:S:1:pos:R:3
C 3.45887 -1.75871 0.44534
C 3.10417 -0.26185 -0.08610
O 2.05457 -0.41862 -1.07646
C 1.46681 0.85088 -1.40541
O 1.71333 1.35353 -2.52634
C 0.45247 1.62608 -0.40115
C -0.73667 0.59337 -0.07658
C -1.69692 1.02167 1.13859
Al -3.56789 0.22970 0.68615
O -3.54532 -1.67593 0.75106
C -3.76461 -2.13791 -0.54633
N -3.95384 -2.62950 -1.63537
H 4.41161 -2.10130 -0.08508
H 3.61244 -1.78526 1.58414
H 2.57372 -2.44623 0.18096
H 2.74711 0.38708 0.80195
H 4.04991 0.19795 -0.56193
H -0.01590 2.49289 -0.99747
H 0.99009 2.04711 0.51178
H -1.39407 0.48841 -1.01865
H -0.26653 -0.41460 0.17781
H -1.87704 2.15638 1.21228
H -1.30954 0.57263 2.12781
H -4.69854 0.87717 1.59486
H -3.85166 0.71582 -0.82652
```

Summary:
HOMO energy: -0.190 Eh
HOMO-LUMO gap: 8.12 eV
net charge: -1
LUMO: 2.95 eV

=====

ORCA calculation (the ωB97M-V functional and the def2-TZVPD basis) on a cluster of 8 separate species, C22H57Br2F5N19O13P2S in total.

The geometry in XYZ format:
```
121
Properties=species:S:1:pos:R:3
C -2.31709 1.56314 -0.25828
P -0.62405 1.90622 -1.06121
C -0.60595 3.47699 -2.14488
N 0.73582 1.83661 0.07644
C 0.41045 1.65004 1.56668
N -0.02766 2.76644 2.21306
C -0.44003 2.58474 3.65063
N -1.57773 3.52257 4.10970
P -0.14685 4.42665 1.47476
N -1.59046 4.55414 0.75864
O -0.01579 5.70737 2.70125
O 1.21565 4.78694 0.39823
N 0.69251 0.23235 1.78089
C 0.75952 -0.48002 3.07528
C -0.66468 -1.22511 3.54694
C -0.37801 -1.69744 5.12559
Br -1.85144 -2.81179 5.88872
C 1.47540 -0.37082 0.59180
C 2.97470 -0.97849 0.83920
C 3.91575 -0.13674 1.88425
C 5.28234 0.45621 1.12327
Br 6.44372 -1.08098 0.45360
S 0.27993 -1.66170 -0.03562
O -1.21580 -1.38474 0.38991
O 0.20390 -1.76436 -1.60940
C 0.63176 -3.42104 0.54403
F 1.02592 -3.53895 1.96451
F -0.67889 -4.16208 0.41866
C 1.70328 -4.24698 -0.37698
F 0.96717 -5.26907 -1.18100
F 2.55127 -5.04253 0.58803
F 2.64832 -3.41710 -1.15553
C 1.85793 0.93772 -0.36810
C 2.19413 0.71130 -1.94968
O 2.71426 1.96597 -2.58809
O 2.42591 1.82271 -3.86342
H -3.03063 2.49173 -0.44385
H -2.28645 1.31552 0.88978
H -2.80762 0.66292 -0.86835
H -0.73549 3.18889 -3.27157
H -1.39877 4.29061 -1.86504
H 0.45816 4.00798 -2.04898
H -0.91233 1.51788 3.89806
H 0.47930 2.85532 4.32116
H -1.20046 4.36431 4.58657
H -2.23232 3.73401 3.33209
H -2.08054 5.32846 1.25954
H -0.26836 6.57291 2.22411
H 2.04074 4.66302 0.98053
H 1.56321 -1.34877 3.17218
H 1.01670 0.24898 3.98642
H -1.59066 -0.51122 3.49400
H -0.92733 -2.15571 2.86385
H -0.19802 -0.74713 5.82620
H 0.61834 -2.33286 5.21720
H 3.00061 -2.10488 1.19822
H 3.55814 -0.97798 -0.20266
H 3.32002 0.79797 2.27555
H 4.23480 -0.81054 2.80504
H 4.95659 1.16446 0.23101
H 5.86092 1.04787 1.98138
H 2.81099 1.56611 -0.01798
H 1.28000 0.38797 -2.61787
H 3.05050 -0.09234 -2.13348
H 3.26411 1.59496 -4.39382
C 2.67545 6.79048 -3.38554
O 2.11764 7.81351 -3.02118
N 2.64751 5.65220 -2.66911
N 3.36809 6.70973 -4.53592
H 3.10062 4.79984 -2.95255
H 2.13667 5.66998 -1.79603
H 3.41397 7.54464 -5.10527
H 3.83412 5.87636 -4.85266
C -1.23667 -9.10143 -1.48029
O -1.47110 -9.99926 -2.27368
N -1.35041 -9.25910 -0.14916
N -0.84372 -7.87404 -1.86596
H -1.16181 -8.53182 0.51991
H -1.64389 -10.16837 0.18348
H -0.74565 -7.71315 -2.85987
H -0.64615 -7.12203 -1.22764
C -1.02478 10.72056 -3.07015
O -2.08554 11.32473 -3.05401
N -0.07543 10.89273 -2.13270
N -0.71009 9.82864 -4.02676
H 0.80422 10.40451 -2.12900
H -0.27229 11.55564 -1.39422
H -1.39738 9.66934 -4.75175
H 0.15818 9.32149 -4.05697
C -5.65164 -0.12406 -2.79433
O -5.28228 1.03892 -2.83391
N -6.95024 -0.47412 -2.76603
N -4.79329 -1.15968 -2.77537
H -7.27391 -1.42613 -2.73334
H -7.62965 0.27541 -2.77890
H -3.80606 -0.93984 -2.79549
H -5.07837 -2.12388 -2.74276
C 1.37771 -5.60499 -5.46206
O 1.13021 -4.55970 -6.04224
N 1.23664 -5.74960 -4.13206
N 1.81376 -6.70580 -6.10060
H 1.43538 -6.60223 -3.63639
H 0.91054 -4.94455 -3.61330
H 1.93355 -6.63956 -7.10291
H 2.02288 -7.57543 -5.64015
C 0.94123 -11.83459 1.90656
O -0.13650 -12.38262 2.07590
N 2.11463 -12.45078 2.13708
N 1.05204 -10.56549 1.47442
H 3.01210 -12.01618 2.00351
H 2.07602 -13.40754 2.46368
H 0.19238 -10.06556 1.28897
H 1.93045 -10.09719 1.32909
C -4.40274 5.00253 5.82908
O -3.29119 5.48297 5.98444
N -4.91472 4.07201 6.65475
N -5.21515 5.36042 4.81837
H -5.82782 3.66462 6.54323
H -4.33541 3.77445 7.42896
H -4.86797 6.05841 4.17369
H -6.13353 4.97603 4.67399
```

Summary:
HOMO energy: -0.391 Eh
HOMO-LUMO gap: 6.54 eV
net charge: +1
LUMO: -4.10 eV

=====

ORCA calculation (the ωB97M-V functional and the def2-TZVPD basis) on the ion C3H4NOS with charge +1.

The geometry in XYZ format:
```
10
Properties=species:S:1:pos:R:3
C -1.27977 -1.00138 0.13311
C 1.09698 -0.42853 0.49308
C 0.53417 0.45326 -0.58677
N -0.10963 -0.69327 -0.04014
O -2.07356 1.01258 0.42541
S -2.57736 -0.18136 -0.26535
H 1.96106 -0.93750 0.13974
H 1.31691 0.00106 1.46164
H 0.10003 1.44629 -0.31631
H 1.03116 0.32884 -1.44442
```

Summary:
energy relative to the best compared isomer or geometry (same formula, charge and spin): 92.1 kcal per mole
HOMO energy (alpha / beta): -0.565 / -0.565 Eh
HOMO-LUMO gap (alpha / beta): 8.14 / 8.14 eV
net charge: +1
LUMO (alpha / beta): -7.23 / -7.23 eV

=====

ORCA calculation (the ωB97M-V functional and the def2-TZVPD basis) on a structure of composition C14H16BClCoN6S2Se.

The geometry in XYZ format:
```
42
Properties=species:S:1:pos:R:3
Co -0.00130 0.05940 0.79584
C -4.23231 0.52393 -1.22715
N -3.13253 -0.23497 -1.80320
C -2.88132 -0.39824 -3.14906
C -1.73997 -1.11052 -3.23702
N -1.28664 -1.37861 -1.95902
B 0.00256 -2.24057 -1.64799
N 1.28991 -1.37555 -1.95792
C 1.74376 -1.10658 -3.23555
C 2.88344 -0.39181 -3.14668
N 3.13310 -0.22781 -1.80064
C 4.23070 0.53360 -1.22367
C 2.16313 -0.83654 -1.08998
S 2.14179 -0.82139 0.63951
C -2.16188 -0.84166 -1.09176
S -2.14213 -0.82682 0.63772
H -4.83658 0.91299 -2.04243
H -3.83851 1.34513 -0.63182
H -4.84112 -0.11472 -0.59163
H -3.53101 0.00360 -3.90555
H -1.22007 -1.46779 -4.10726
H 0.00238 -2.54150 -0.49256
H 0.00400 -3.18860 -2.39899
H 1.22542 -1.46508 -4.10622
H 3.53292 0.01139 -3.90264
H 4.83471 0.92408 -2.03846
H 4.84049 -0.10367 -0.58770
H 3.83456 1.35387 -0.62861
Cl -0.00170 -2.05547 5.90247
C -0.00216 -0.58513 4.99091
C -0.00284 0.64445 5.62673
C -0.00313 1.78458 4.84600
C -0.00275 1.66537 3.46581
N -0.00212 0.47287 2.86450
C -0.00181 -0.63794 3.61234
H -0.00309 0.69671 6.70713
H -0.00355 2.76796 5.29443
H -0.00260 2.53486 2.82103
H -0.00126 -1.59039 3.09505
Se -0.00357 1.88876 -0.82647
C 0.00393 3.27847 0.37938
N 0.00912 4.13935 1.15114
```

Summary:
HOMO energy (alpha / beta): -0.289 / -0.293 Eh
HOMO-LUMO gap (alpha / beta): 7.94 / 7.96 eV
multiplicity: 4
net charge: 0
LUMO (alpha / beta): 0.08 / -0.01 eV

=====

Max |F|? In order: 5.118 4.221 5.313 10.432 4.363 0.412 eV Å⁻¹.